116
Properties=species:S:1:pos:R:3:forces:R:3 method="wB97M-V/def2-TZVPD" fmax_ha_per_bohr=0.1042 smiles="Cc1c(N=C=S)cc(CC(=O)N(C)C)c2c1C(=O)C(CCC(=O)O)=C(COO)C2=O.O=S1(=O)OCCO1.O=S1(=O)OCCO1.O=S1(=O)OCCO1.O=S1(=O)OCCO1.O=S1(=O)OCCO1.O=S1(=O)OCCO1" orbital_gap_ev=7.62 total_energy_ha=-6474.3960 charge=0
C 2.355 1.668 2.718 -1.0 -0.3 -0.5
C 1.679 2.156 1.359 -1.0 0.4 -2.1
C 2.477 3.065 0.359 -4.4 -1.4 -1.2
N 3.870 3.465 0.644 -1.8 4.5 1.2
C 3.902 4.740 0.863 -0.1 -0.4 -2.2
S 3.889 6.402 0.736 0.3 -4.3 0.8
C 1.784 3.539 -0.943 -1.1 -2.0 2.4
C 0.333 3.101 -1.306 1.4 -1.0 2.2
C -0.293 3.637 -2.669 -0.4 0.4 0.3
C 0.763 3.812 -3.856 1.5 2.0 0.3
O 1.515 4.833 -3.890 -2.8 -3.8 0.1
N 0.782 2.764 -4.918 -0.1 1.8 0.9
C 1.994 1.918 -4.667 0.0 0.2 0.5
C 0.876 3.500 -6.238 0.7 -0.1 0.0
C -0.444 2.173 -0.349 2.3 0.5 0.9
C 0.223 1.708 1.006 1.4 1.6 -2.2
C -0.662 0.773 1.976 0.5 0.9 1.1
O -0.589 0.901 3.220 -0.3 -0.8 -4.1
C -1.648 -0.267 1.229 -0.1 0.9 -1.4
C -1.870 -1.670 1.947 -0.1 0.6 0.9
C -0.547 -2.569 2.097 -0.8 -0.2 0.4
C 0.138 -2.527 3.539 3.9 -2.5 1.3
O 1.093 -3.337 3.757 -3.6 2.9 -1.1
O -0.257 -1.694 4.625 3.2 -1.8 -3.9
C -2.223 0.157 0.010 0.2 -0.6 1.2
C -3.170 -0.812 -0.828 -0.1 0.6 -0.2
O -2.396 -1.339 -1.963 -1.8 2.4 0.1
O -1.481 -2.234 -1.500 2.8 0.5 -0.2
C -1.929 1.617 -0.637 -0.5 1.0 -0.3
O -2.802 2.266 -1.275 3.1 -2.6 2.1
H 2.079 2.433 3.525 0.6 -1.2 -1.0
H 1.881 0.651 2.987 0.7 1.7 -0.3
H 3.478 1.486 2.653 -1.5 0.7 -0.1
H 2.388 4.227 -1.632 -1.2 -1.2 1.0
H -1.208 3.031 -3.010 1.7 0.7 0.6
H -0.702 4.697 -2.447 0.8 -1.6 -0.4
H 2.882 2.623 -4.568 -1.1 -1.2 -0.3
H 2.105 1.195 -5.549 0.0 1.0 1.5
H 1.875 1.382 -3.662 0.0 0.5 -1.5
H 1.998 3.666 -6.442 -1.8 0.0 -0.2
H 0.348 4.510 -6.143 0.7 -1.6 -0.3
H 0.381 2.853 -7.037 0.8 1.0 1.0
H -2.222 -1.430 3.023 0.6 -0.2 -1.7
H -2.682 -2.324 1.493 1.2 1.2 0.3
H -0.879 -3.665 1.937 0.7 1.8 0.4
H 0.249 -2.377 1.292 -1.1 -0.1 1.4
H 0.428 -0.986 4.754 -0.8 -0.9 -0.2
H -3.623 -1.676 -0.241 0.9 1.2 -0.6
H -4.059 -0.261 -1.319 1.7 -0.6 0.7
H -0.591 -1.805 -1.393 -1.1 0.3 -0.4
O 0.020 -7.218 9.141 -0.3 1.0 0.2
S -0.155 -5.809 8.945 0.1 0.1 -0.4
O -0.431 -4.905 10.021 0.3 -0.8 -0.5
O -1.270 -5.594 7.787 0.7 -0.5 0.6
C -0.703 -4.841 6.711 0.9 0.2 0.1
C 0.783 -5.164 6.733 -0.1 -0.5 -0.6
O 1.123 -5.246 8.119 -0.8 0.1 0.7
H -0.875 -3.788 6.907 0.4 -0.4 0.1
H -1.171 -5.115 5.767 0.0 -0.1 0.3
H 1.381 -4.403 6.233 0.0 0.0 0.2
H 0.982 -6.139 6.278 0.0 0.1 0.0
O -4.036 -3.929 -1.964 0.8 -0.3 0.7
S -3.193 -4.569 -0.998 0.2 -0.4 0.1
O -2.041 -3.935 -0.434 -2.0 -2.7 0.9
O -2.755 -6.016 -1.588 -0.6 0.7 0.1
C -3.176 -7.046 -0.692 0.1 -0.3 0.5
C -4.411 -6.493 0.005 -0.4 -0.4 -0.4
O -4.129 -5.110 0.215 0.7 0.2 -0.3
H -2.368 -7.228 0.021 -0.1 0.0 0.0
H -3.389 -7.964 -1.241 0.1 0.2 -0.1
H -4.613 -6.993 0.952 0.1 0.3 0.0
H -5.293 -6.565 -0.639 0.1 -0.1 0.0
O -8.357 0.881 -5.789 -0.3 0.4 1.0
S -8.439 1.205 -4.396 0.1 0.0 0.0
O -9.619 1.747 -3.794 0.7 -0.5 -0.6
O -7.177 2.158 -4.024 -0.5 -0.7 -0.4
C -6.401 1.540 -2.996 0.1 0.1 0.6
C -6.608 0.054 -3.175 0.6 -0.2 -0.3
O -7.979 -0.098 -3.541 -0.4 0.8 0.0
H -6.784 1.878 -2.029 0.1 0.0 0.0
H -5.351 1.820 -3.089 -0.2 0.1 -0.2
H -6.389 -0.504 -2.264 -0.3 0.0 -0.1
H -5.997 -0.333 -3.996 0.1 0.0 0.1
O 6.440 2.929 -4.939 -0.9 -0.4 -0.4
S 5.528 2.010 -5.555 0.1 -0.3 -0.3
O 4.296 2.424 -6.158 1.6 0.0 0.1
O 5.214 0.822 -4.497 0.4 0.7 -0.4
C 5.582 -0.436 -5.066 -0.1 -0.5 -0.4
C 6.712 -0.123 -6.034 0.4 -0.3 0.5
O 6.352 1.121 -6.634 -0.8 0.3 0.4
H 4.712 -0.840 -5.591 0.1 0.0 0.0
H 5.889 -1.132 -4.285 -0.1 0.3 0.1
H 6.835 -0.895 -6.794 -0.1 0.3 -0.1
H 7.659 0.018 -5.504 -0.1 -0.1 0.0
O -1.839 -0.664 5.427 -3.2 0.2 1.7
S -2.641 -1.742 5.921 -0.3 1.1 0.2
O -2.260 -3.118 5.783 -1.0 1.7 -0.5
O -4.148 -1.561 5.344 0.7 0.1 0.2
C -5.068 -1.465 6.432 -0.3 -0.3 0.5
C -4.272 -0.865 7.581 -0.3 0.6 -0.1
O -2.977 -1.457 7.483 0.1 -0.7 -0.7
H -5.414 -2.474 6.676 0.0 0.1 0.0
H -5.923 -0.847 6.155 0.2 0.0 -0.2
H -4.719 -1.076 8.552 0.3 -0.2 -0.1
H -4.159 0.217 7.461 -0.1 -0.1 0.0
O 9.769 6.582 -0.701 -0.8 -0.6 0.3
S 8.518 5.884 -0.680 0.0 0.0 -0.2
O 7.949 5.344 0.518 0.5 0.6 -0.7
O 8.574 4.712 -1.801 0.2 0.8 0.4
C 7.517 4.901 -2.745 -0.6 0.0 -0.2
C 7.257 6.399 -2.762 0.3 0.0 -0.6
O 7.403 6.815 -1.403 0.2 -0.7 0.5
H 6.641 4.351 -2.390 0.0 0.0 -0.1
H 7.810 4.521 -3.725 0.1 0.0 0.3
H 6.263 6.644 -3.135 0.0 0.0 0.3
H 8.009 6.924 -3.359 -0.1 -0.1 0.0

***

11
Properties=species:S:1:pos:R:3:forces:R:3 method="wB97M-V/def2-TZVPD" fmax_ha_per_bohr=0.1501 orbital_gap_ev=8.73 total_energy_ha=-393.5281 de_lowest_kj_mol=502.27 charge=0
C -1.324 -1.101 0.029 -0.6 0.9 0.3
C 0.032 -0.702 -0.044 2.5 0.9 0.4
C 1.320 1.079 0.090 0.7 0.5 -1.4
C -0.015 0.776 -0.035 2.9 -3.3 0.1
H -1.838 1.966 0.870 1.8 -2.7 -4.0
H -1.716 -2.059 0.172 -0.5 -1.3 0.1
H 1.933 2.029 0.073 -1.0 -1.4 0.2
N -1.325 1.060 -0.242 -3.4 4.9 4.9
N -2.104 -0.063 0.055 0.4 -0.7 -0.9
N 1.249 -1.233 0.012 -0.8 1.9 -0.7
O 2.100 -0.074 -0.016 -2.2 0.2 1.0